C4H18NO5 | ωB97M-V/def2-TZVPD

Geometry (Å):
C 0.42766 -1.58779 0.39211
O 0.70920 -2.50575 -0.72838
C -0.64841 -0.63282 -0.10480
C -0.35008 0.66857 0.71310
C -1.10195 0.56416 2.09495
O -2.30107 -0.18165 1.85930
N -0.46173 -0.29901 -1.58812
H 1.45825 -1.25822 0.43081
H -0.01833 -2.28240 1.19182
H 0.16794 -3.27089 -0.52139
H -1.66484 -0.93784 -0.14506
H -0.67534 1.66154 0.48805
H 0.69170 0.82539 1.09382
H -1.52429 1.57890 2.21189
H -0.65287 -0.04536 2.91135
H -3.06523 -0.02061 2.40058
H 0.29936 0.38083 -1.64560
H -0.24879 -1.17319 -2.09701
H -1.35755 0.11197 -1.88278
H 2.78165 0.61156 -0.82529
H 2.64520 1.65625 -1.86913
O 2.05592 1.10338 -1.28278
H -3.49468 1.70256 -1.00088
H -2.54902 2.40800 -2.02390
O -2.72583 1.56893 -1.53367
H 3.60657 -1.00621 0.44772
H 3.97844 0.51672 0.84949
O 4.01813 -0.15701 0.16381

Computed properties:
- ΔE to the lowest compared entry with this formula, charge and spin (kcal/mol) = 59.9
- HOMO energy (alpha / beta) (eV) = -2.250 / -10.480
- spin multiplicity = 2
- calculated total energy (eV) = -16162.3159
- lowest unoccupied orbital energy (alpha / beta) (eV) = 0.4 / 0.3
- expectation value of S² = 0.75